[1]
Molecular formula: C8H9BN2O2
Method: DFT, ωB97M-V with the def2-TZVPD basis set

Cartesian coordinates (Å):
B -0.69338 0.68272 0.00227
C 0.38270 -2.47191 -1.73635
C 1.64650 -2.71295 -1.19558
C -0.32901 -1.38327 -1.30622
C 2.15380 -1.88852 -0.22698
C 0.18192 -0.47892 -0.34794
C 1.45024 -0.75079 0.23493
C 1.77719 1.19926 1.93132
C -2.50702 2.33865 0.42434
N 0.73462 1.88189 1.54863
N 2.03023 -0.03246 1.22046
O 2.59569 1.46001 2.80055
O -1.78461 1.29204 -0.17174
H -0.02915 -3.14527 -2.47108
H 2.22233 -3.56191 -1.53357
H -1.31021 -1.18548 -1.71132
H 3.12443 -2.09364 0.20179
H -1.98647 3.28277 0.25699
H -2.58725 2.15640 1.49784
H -3.49981 2.36202 -0.02882
H 0.57790 2.74563 2.04111
H 2.90367 -0.41466 1.56846

Forces on the atoms, in the same order (eV/Å):
2.9 0.5 1.8
-0.3 0.0 -0.1
0.0 0.2 0.2
0.1 0.1 -0.1
0.1 0.0 -0.1
0.0 0.1 0.2
-0.5 0.2 -0.1
0.3 -0.3 0.0
-0.3 0.7 0.6
-2.6 -1.1 -2.4
0.7 0.0 0.4
0.4 0.0 0.3
-0.8 -0.1 -0.7
-0.1 0.0 -0.1
0.1 -0.1 0.0
-0.1 0.0 -0.1
0.1 0.0 0.0
-0.1 -0.1 0.0
0.0 0.0 -0.1
0.2 0.0 0.1
0.2 0.0 0.2
-0.2 0.1 -0.1

Results
**E_LUMO**: 0.004 hartree
**Charge**: 0
**Frontier orbital gap**: 8.4 eV
**M**: 175.984 g/mol
**Energy relative to the best compared isomer or geometry (same formula, charge and spin)**: 234.4 kJ/mol


[2]
Molecular formula: C15H22N3O2RuS
Method: DFT, ωB97M-V with the def2-TZVPD basis set

Cartesian coordinates (Å):
Ru 1.39834 1.56805 0.68564
C 1.23424 -2.88083 -2.55795
C 0.88544 -1.41511 -2.36246
N 1.93598 -0.70478 -1.60346
C 2.82164 0.16314 -2.39092
C 2.17129 1.52491 -2.61231
C 2.01413 -0.80144 -0.28726
S 3.22360 0.00244 0.66224
N 1.06508 -1.54441 0.34475
C -0.00707 -0.95390 0.73110
O -0.19400 0.35789 0.62195
C -1.12532 -1.74434 1.29396
C -2.37375 -1.17145 1.51818
C -3.40992 -1.93517 2.03070
C -3.20011 -3.27292 2.33199
C -1.95540 -3.84885 2.11323
C -0.92243 -3.09104 1.59046
H 0.44807 -3.37178 -3.13045
H 1.32836 -3.38499 -1.59773
H 2.17127 -2.98780 -3.10514
H -0.07163 -1.29728 -1.85901
H 0.80790 -0.90669 -3.32248
H 2.98391 -0.33058 -3.34880
H 3.78096 0.24689 -1.88962
H 1.16776 1.42075 -3.02544
H 2.76410 2.12209 -3.30447
H 2.10424 2.11533 -1.68631
H -2.54563 -0.13249 1.27623
H -4.38116 -1.48821 2.19488
H -4.00759 -3.86803 2.73715
H -1.79088 -4.89094 2.35130
H 0.05110 -3.52810 1.41585
C 1.36963 1.66588 2.46326
H 0.42896 1.77260 3.01227
H 2.26824 1.60157 3.08215
C -1.37654 4.97411 0.42688
C -0.92802 3.55651 0.57026
N -1.78630 2.63417 0.96328
O 0.27360 3.28230 0.32838
H -2.45938 5.07053 0.44301
H -0.98088 5.37987 -0.50156
H -0.95265 5.55416 1.24741
H -2.74531 2.87613 1.14276
H -1.48390 1.66178 1.00608

Forces on the atoms, in the same order (eV/Å):
0.2 0.2 0.3
0.0 0.0 0.0
0.0 0.0 0.0
0.1 0.0 0.0
0.0 0.0 0.0
0.1 0.0 0.0
0.1 0.0 0.0
-0.4 0.0 -0.2
-0.1 0.0 -0.1
-0.1 0.1 0.1
0.0 -0.2 0.1
0.0 0.0 0.0
0.0 0.0 0.0
0.0 0.0 0.0
0.0 0.0 0.0
0.0 0.0 0.0
0.0 0.0 0.0
0.0 0.0 0.0
0.0 0.0 0.0
0.0 0.0 0.0
0.0 0.0 0.0
0.0 0.0 0.0
0.0 0.0 0.0
0.0 0.0 0.0
0.0 0.0 0.0
0.0 0.0 0.0
0.0 -0.1 0.0
0.0 0.0 0.0
0.0 0.0 0.0
0.0 0.0 0.0
0.0 0.0 0.0
0.0 0.0 0.0
0.0 -0.1 0.1
0.0 -0.2 0.0
0.0 0.2 0.0
0.0 0.0 0.0
0.2 0.1 -0.1
-0.1 -0.1 0.1
-0.1 0.0 -0.1
0.0 0.0 0.0
0.0 0.0 0.0
0.0 0.0 0.0
0.0 0.0 0.0
0.0 0.0 0.0

Results
**E_LUMO (alpha / beta)**: -0.154 / -0.154 hartree
**Charge**: +1
**Frontier orbital gap (alpha / beta)**: 7.3 / 7.3 eV
**M**: 409.497 g/mol
**Energy relative to the best compared isomer or geometry (same formula, charge and spin)**: 40.2 kJ/mol


[3]
Molecular formula: C9H12N3S2
Method: DFT, ωB97M-V with the def2-TZVPD basis set

Cartesian coordinates (Å):
C 2.91515 0.78474 1.17705
N 2.40136 -0.59713 1.10941
N 1.89257 -1.03791 -0.16628
C 2.77494 -1.45168 -1.22164
C 0.60439 -1.20775 -0.40128
S 0.07064 -1.35863 -1.98833
N -0.41648 -1.11121 0.54979
S -0.03708 -1.37097 2.10452
C -1.79911 -0.90243 0.06271
C -2.08922 0.24308 -0.72812
C -3.38957 0.40834 -1.18103
C -4.37730 -0.53451 -0.70582
C -4.04399 -1.62850 0.09890
C -2.77220 -1.76576 0.49531
H 2.37017 1.46664 0.59903
H 2.97434 0.98563 2.21462
H 4.00456 0.89757 1.03942
H 2.88597 -1.42979 1.53271
H 3.77953 -1.49009 -0.92230
H 2.51950 -2.43668 -1.63089
H 2.52530 -0.87472 -2.18063
H -1.47151 1.08936 -0.72743
H -3.71703 1.30945 -1.70726
H -5.22298 -0.37879 -1.29646
H -4.79588 -2.40969 0.42005
H -2.59481 -2.40643 1.35561

Forces on the atoms, in the same order (eV/Å):
2.5 -2.1 0.9
-0.9 -1.5 -1.1
0.9 0.0 2.1
-1.0 0.4 -2.9
-1.5 0.6 -3.1
0.1 -0.5 0.5
-0.4 -0.2 1.3
-0.5 0.1 -0.6
1.3 1.5 0.2
-1.4 -1.0 0.8
-0.5 -1.3 2.0
2.6 0.6 -1.9
-3.3 0.0 -0.9
1.6 -0.3 2.0
-0.9 0.8 -0.6
-1.1 0.7 1.3
-0.2 -0.4 -1.2
-0.3 1.8 -0.3
1.3 0.5 0.5
-0.2 -0.3 0.7
1.1 -0.1 1.5
1.5 0.6 -0.5
0.3 -0.5 0.0
-2.2 -0.3 0.2
0.8 1.3 -0.4
0.5 -0.6 -0.6

Results
**E_LUMO (alpha / beta)**: -0.249 / -0.258 hartree
**Charge**: +1
**Frontier orbital gap (alpha / beta)**: 5.3 / 5.0 eV
**SMILES string**: CNN(C)C(=S)[N+](=S)c1ccccc1
**M**: 226.350 g/mol
**Energy relative to the best compared isomer or geometry (same formula, charge and spin)**: 489.6 kJ/mol


[4]
Molecular formula: C9H15N5S
Method: DFT, ωB97M-V with the def2-TZVPD basis set

Cartesian coordinates (Å):
C 1.72485 -0.96411 0.36576
C -0.18800 -0.22551 0.81685
C 3.64686 -0.18388 -0.42198
C 3.09233 -1.31963 0.11909
C 0.33807 2.88873 -2.20882
C -1.54829 -0.48180 2.85218
C -2.47198 -1.13859 0.59881
C 0.95045 1.65272 -2.83553
C -1.57420 -0.16063 1.35743
N 0.60702 -1.31849 0.96814
N 0.37847 0.78468 0.17918
N 1.58793 0.30844 -0.11075
N 2.74187 0.84490 -0.50230
N 3.65883 -2.53703 0.35612
S 2.73972 1.55347 -2.59426
H 4.64774 -0.01421 -0.76044
H 0.77434 3.78965 -2.63324
H -0.73588 2.89551 -2.38637
H 0.50996 2.87857 -1.13523
H -0.95546 0.25584 3.38882
H -1.10659 -1.46241 3.00889
H -2.55797 -0.47807 3.25670
H -3.47248 -1.13890 1.02464
H -2.06133 -2.14391 0.66199
H -2.53792 -0.85487 -0.44950
H 0.82315 1.64006 -3.92004
H 0.50897 0.74150 -2.42812
H -1.93545 0.86041 1.20402
H 3.22193 -3.11402 1.05663
H 4.66200 -2.59402 0.29743

Forces on the atoms, in the same order (eV/Å):
-0.5 0.7 -0.3
0.4 0.1 -0.1
0.2 -1.4 0.3
0.5 0.7 -0.4
0.0 0.0 0.0
0.0 0.1 -0.2
0.1 0.2 0.0
0.3 0.1 0.4
-0.1 -0.1 0.0
0.3 -0.6 0.2
-0.5 1.1 0.1
-0.4 -1.9 0.2
0.2 2.8 -2.3
0.1 -0.4 0.1
-0.3 -1.0 2.1
0.2 0.0 -0.1
0.0 0.1 0.0
-0.1 0.1 0.0
-0.1 0.1 0.0
0.1 0.0 0.1
0.0 -0.1 0.1
-0.1 0.0 0.1
-0.1 0.0 0.0
0.0 -0.1 0.0
0.0 0.0 -0.1
0.0 -0.1 -0.1
0.0 0.0 -0.1
0.0 -0.1 0.0
0.1 0.1 0.0
-0.1 -0.1 0.1

Results
**E_LUMO (alpha / beta)**: -0.042 / -0.042 hartree
**Charge**: 0
**Frontier orbital gap (alpha / beta)**: 6.7 / 6.7 eV
**M**: 225.321 g/mol
**Energy relative to the best compared isomer or geometry (same formula, charge and spin)**: 0.0 kJ/mol


[5]
Molecular formula: C24H24MnN4O4S3
Method: DFT, ωB97M-V with the def2-TZVPD basis set

Cartesian coordinates (Å):
Mn 0.14394 -0.19324 -0.12374
O -3.59014 0.58416 1.34403
C -2.43687 0.30356 1.09411
N -1.82169 0.12414 -0.11101
C -2.45353 0.20001 -1.32365
O -3.63058 0.35440 -1.56501
C -1.45897 0.03901 -2.46002
C -1.88141 0.09876 -3.77279
C -0.94359 -0.02106 -4.78542
C 0.38727 -0.19950 -4.44678
C 0.73195 -0.25633 -3.10746
N -0.17179 -0.13469 -2.13600
C -1.43848 0.11949 2.22414
C -1.84242 0.19533 3.54485
C -0.91208 -0.03190 4.54566
C 0.39325 -0.32988 4.18841
C 0.72464 -0.36646 2.84526
N -0.17013 -0.13514 1.88266
H -2.93634 0.24196 -3.96334
H -1.24446 0.02387 -5.82412
H 1.15332 -0.29766 -5.20320
H 1.75462 -0.39867 -2.77896
H -2.88199 0.41635 3.74679
H -1.20021 0.01334 5.58831
H 1.15054 -0.52945 4.93421
H 1.73009 -0.58529 2.50938
O 3.65863 -2.14418 -0.33773
C 2.51298 -1.73362 -0.24009
O 2.11338 -0.51532 -0.30083
C 1.39090 -2.73498 -0.03678
C 1.62452 -4.09452 0.06053
C 0.54381 -4.94260 0.22914
C -0.73158 -4.40063 0.29379
C -0.88291 -3.03067 0.19042
N 0.16040 -2.21427 0.02863
H 2.64582 -4.44244 -0.00206
H 0.68946 -6.01247 0.30735
H -1.60356 -5.02686 0.42230
H -1.85729 -2.55804 0.23490
C -0.80147 3.75023 1.56470
C -0.36884 3.79274 0.09829
S 0.33326 2.29671 -0.65839
C 2.08064 2.72034 -0.84701
C 2.82062 3.15638 0.41125
S 2.90952 1.86299 1.68238
C 2.59683 2.78042 3.20888
C 1.13406 3.03593 3.55463
S 0.37765 4.46848 2.74150
H -1.06922 2.74350 1.88411
H -1.69909 4.35990 1.67262
H 0.34520 4.60094 -0.06172
H -1.23940 4.00955 -0.52171
H 2.16262 3.50935 -1.59622
H 2.52808 1.81478 -1.26164
H 2.35539 4.03578 0.85228
H 3.83749 3.42650 0.11952
H 3.16929 3.70963 3.21873
H 3.03053 2.14170 3.98334
H 1.05063 3.22600 4.62704
H 0.52182 2.16479 3.32824

Forces on the atoms, in the same order (eV/Å):
0.1 0.7 -0.1
0.0 0.0 0.0
-0.1 0.0 -0.1
0.0 -0.1 0.0
-0.1 0.0 0.1
0.0 0.0 0.0
0.0 0.0 -0.1
-0.1 0.0 -0.1
0.0 0.0 0.0
0.0 0.0 0.0
0.1 0.0 0.0
0.0 -0.5 -0.1
-0.1 0.0 0.1
-0.1 0.0 0.1
0.0 0.0 0.0
0.0 -0.1 0.0
0.1 -0.1 0.0
0.2 -0.2 0.0
0.0 0.0 0.0
0.0 0.0 0.0
0.0 0.0 0.0
0.0 0.0 0.0
0.0 0.0 0.0
0.0 0.0 0.0
0.0 0.0 0.0
0.0 0.0 0.0
-0.1 0.0 0.0
0.3 -0.1 0.0
-0.2 0.1 0.0
0.0 0.0 0.0
0.0 0.0 0.0
0.0 0.0 0.0
0.0 0.0 0.0
0.0 0.1 0.0
0.0 0.1 0.0
0.0 0.0 0.0
0.0 0.0 0.0
0.0 0.0 0.0
0.0 0.0 0.0
0.1 0.0 0.0
-0.2 -0.1 0.0
0.4 0.0 0.1
0.1 0.0 0.1
0.1 0.0 0.0
-0.1 0.0 0.0
0.0 0.0 0.0
0.0 0.0 0.0
0.0 0.0 0.0
0.0 0.0 0.0
0.0 0.0 0.0
0.0 0.0 -0.1
0.0 0.0 0.0
0.0 0.0 0.0
0.0 0.0 0.0
0.0 0.0 0.0
0.0 0.0 0.0
0.0 0.0 0.0
0.0 0.0 0.0
0.0 0.0 0.0
0.0 0.0 0.0

Results
**E_LUMO (alpha / beta)**: -0.006 / -0.006 hartree
**Spin multiplicity**: 2
**Charge**: 0
**Frontier orbital gap (alpha / beta)**: 7.9 / 7.3 eV
**Expectation value of S²**: 0.766
**M**: 583.619 g/mol
**Energy relative to the best compared isomer or geometry (same formula, charge and spin)**: 0.0 kJ/mol


[6]
Molecular formula: C6H11O2PS
Method: DFT, ωB97M-V with the def2-TZVPD basis set

Cartesian coordinates (Å):
C -0.53497 -1.56749 -2.21461
P -0.41514 -0.94564 -0.51849
C -1.22158 -2.01299 0.63378
C -0.27355 -2.47772 2.04536
S -0.39948 -3.63648 0.70314
O 1.10432 -0.27189 -0.61046
C 1.41129 0.84536 0.19730
C 0.37276 1.95849 0.06066
C -1.01488 1.40270 0.35876
O -1.33470 0.37995 -0.57983
H 0.38554 -1.30731 -2.72614
H -0.66248 -2.64365 -2.20000
H -1.38806 -1.09847 -2.69470
H 0.68003 -2.00048 2.20083
H -0.89380 -2.68045 2.90133
H 2.38798 1.18965 -0.15123
H 1.49612 0.54558 1.25135
H 0.61378 2.76948 0.74402
H 0.37484 2.33947 -0.96244
H -1.06437 1.01224 1.38120
H -1.78318 2.16760 0.23480

Forces on the atoms, in the same order (eV/Å):
0.0 -0.1 0.6
-0.4 0.1 -0.4
2.5 -0.2 1.9
-1.8 0.7 -2.7
0.2 -0.1 0.1
-1.0 -1.0 0.1
0.3 0.7 0.4
-0.1 -0.5 -0.1
0.1 0.6 0.1
0.3 -0.2 -0.1
0.0 0.0 -0.1
0.0 -0.1 0.0
-0.1 0.0 0.0
0.1 0.1 0.0
-0.1 0.1 0.1
-0.1 0.0 0.2
0.0 0.0 -0.1
0.0 0.1 0.1
0.1 0.1 0.0
-0.1 0.0 0.0
0.1 -0.1 0.1

Results
**E_LUMO**: 0.027 hartree
**Charge**: 0
**Frontier orbital gap**: 8.0 eV
**SMILES string**: CP1(=C2CS2)OCCCO1
**M**: 178.193 g/mol
**Energy relative to the best compared isomer or geometry (same formula, charge and spin)**: 115.9 kJ/mol


[7]
Molecular formula: C4H8N2O
Method: DFT, ωB97M-V with the def2-TZVPD basis set

Cartesian coordinates (Å):
C -0.62698 0.97055 -1.56440
C 0.29633 0.74867 -0.38008
O -0.27424 1.23841 0.83802
C -0.18004 -0.01047 1.52194
N -0.79613 -0.36827 2.59166
C 0.26340 -0.66856 0.10843
N 0.86552 -1.76516 -0.33294
H -1.60094 0.50926 -1.37982
H -0.19892 0.55165 -2.48108
H -0.77352 2.04472 -1.70927
H 1.27652 1.21251 -0.55991
H -1.56270 0.26943 2.78894
H 0.97635 -0.22463 1.53513
H 1.74790 -1.75438 -0.83093
H 0.55373 -2.66644 0.00038

Forces on the atoms, in the same order (eV/Å):
-0.1 0.0 0.0
0.1 0.0 -0.2
-0.1 0.2 0.1
-0.2 -0.3 0.1
0.0 0.1 -0.1
0.2 0.0 0.0
-0.1 0.0 0.1
0.1 0.0 0.0
0.0 0.0 0.1
0.0 -0.1 0.0
-0.1 -0.1 0.0
0.0 0.0 0.0
0.1 0.0 -0.1
-0.2 0.1 0.1
0.0 0.1 0.0

Results
**E_LUMO (alpha / beta)**: 0.012 / 0.012 hartree
**Charge**: 0
**Frontier orbital gap (alpha / beta)**: 7.8 / 7.8 eV
**M**: 100.121 g/mol
**Energy relative to the best compared isomer or geometry (same formula, charge and spin)**: 488.7 kJ/mol


[8]
Molecular formula: C10H30KO5S5
Method: DFT, ωB97M-V with the def2-TZVPD basis set

Cartesian coordinates (Å):
K -0.05204 0.07717 -0.38513
C 1.62626 -2.19333 -4.90549
S 1.55444 -0.99492 -3.65695
O 0.98144 -1.70509 -2.43909
C 3.23848 -0.76998 -3.21868
H 2.23036 -1.85103 -5.73200
H 0.65819 -2.42196 -5.31216
H 2.14151 -3.06076 -4.54936
H 3.19085 -0.17965 -2.28942
H 3.79253 -0.27130 -3.99195
H 3.72084 -1.75780 -3.04656
C 3.01680 -1.46303 1.93848
S 3.56501 0.10124 1.18491
O 2.63498 0.40955 0.03629
C 3.03081 1.11090 2.48839
H 3.72200 -1.73819 2.75022
H 2.93222 -2.13465 1.10499
H 2.00764 -1.29781 2.33553
H 3.44231 2.11163 2.37818
H 3.31098 0.77418 3.52791
H 1.98716 1.29432 2.55975
C -3.73351 -2.66306 -1.27556
S -3.33720 -1.21238 -2.21577
O -2.36677 -0.39105 -1.37001
C -2.54144 -2.01855 -3.51850
H -2.87531 -3.16887 -0.85702
H -4.33440 -3.30032 -1.87843
H -4.35252 -2.32437 -0.44242
H -2.49419 -1.35390 -4.39203
H -3.04121 -2.95723 -3.76148
H -1.54267 -2.28958 -3.28429
C 1.03905 3.78576 0.92897
S -0.46196 3.94124 0.02637
O -1.05445 2.54291 0.10856
C -1.26875 4.98235 1.22311
H 1.81585 3.42026 0.24562
H 0.89458 2.99841 1.67060
H 1.24345 4.77926 1.32940
H -1.20836 4.40421 2.14543
H -2.25281 5.33939 0.90570
H -0.71981 5.89715 1.33701
C -1.84276 -1.69375 3.95829
S -1.08753 -0.10100 3.44191
O -0.17651 -0.33299 2.28142
C -2.57826 0.74872 2.71732
H -1.94426 -2.29338 3.07737
H -2.88960 -1.51629 4.24605
H -1.26372 -2.02233 4.81794
H -2.92953 0.30531 1.77302
H -2.08806 1.70471 2.48032
H -3.34010 0.74985 3.50324

Forces on the atoms, in the same order (eV/Å):
0.1 0.0 -0.1
0.9 -0.5 -1.0
-1.3 0.5 1.5
-0.1 0.4 -0.6
0.8 -0.9 0.4
0.2 0.5 -0.3
-0.5 -0.1 0.2
0.0 -0.8 0.5
0.2 -0.2 -0.3
0.2 0.5 -0.4
-0.4 0.6 0.1
-0.3 0.9 0.4
-0.2 -0.8 -0.5
0.1 -0.2 0.2
0.7 1.4 2.6
-0.4 -0.1 -0.8
0.4 -0.7 -0.1
0.2 0.0 0.0
0.4 0.0 -0.2
0.2 0.0 -1.2
-1.2 -0.6 -0.5
-0.2 0.5 1.1
-0.4 1.5 1.7
-0.7 -1.0 -1.0
0.6 -0.3 -1.7
0.4 -0.1 -0.2
-0.4 -0.6 -0.5
0.0 0.0 0.0
-0.2 -0.2 0.2
-0.3 0.3 -0.1
1.1 -0.1 0.6
0.7 0.0 -0.2
-0.7 -1.0 -0.9
0.1 0.9 0.0
-0.4 -0.1 0.2
-0.1 0.3 0.1
-0.2 0.4 0.2
0.5 -0.3 0.2
-0.6 0.3 0.2
-0.1 -0.8 0.1
0.7 0.4 0.0
-0.6 1.4 0.0
-1.5 0.2 -0.1
0.3 -0.4 -0.2
1.3 -0.4 0.3
0.6 -0.8 -0.3
0.4 0.2 0.3
0.0 -0.6 -0.4
0.2 -0.2 0.4
-0.8 0.0 0.1
0.1 0.4 -0.3

Results
**E_LUMO**: -0.065 hartree
**Charge**: +1
**Frontier orbital gap**: 9.6 eV
**M**: 429.778 g/mol
**Energy relative to the best compared isomer or geometry (same formula, charge and spin)**: 0.0 kJ/mol


Here are the calculated E_tot numbers, same order: -595.1105, -1392.3602, -1310.3563, -1023.8191, -3794.6234, -1125.1687, -341.8175, -3365.8026 (Eh).